## 1
7
Properties=species:S:1:pos:R:3:mulliken_charge:R:1 method="wB97M-V/def2-TZVPD" homo_lumo_gap_ev=7.784 charge=-1 e_lumo_ha=0.1223 mol_weight_g_mol=145.21
O -1.00 0.57 -1.08 -0.65
O -1.05 0.04 1.37 -0.27
O -3.01 0.88 0.22 -0.60
S 0.57 -0.30 1.14 -0.10
S -2.39 -1.84 -0.39 -0.45
S -1.91 0.02 -0.09 0.93
H 0.58 -0.33 -0.15 0.14

=====

## 2
7
Properties=species:S:1:pos:R:3:mulliken_charge:R:1 method="wB97M-V/def2-TZVPD" homo_lumo_gap_ev="6.707 / 6.714" charge=-1 e_lumo_ha="0.1095 / 0.1096" mol_weight_g_mol=145.21
O 2.43 1.44 -0.53 -0.46
O 4.15 -0.30 -1.02 -0.49
O 2.85 -0.22 1.15 -0.45
S -0.32 -1.34 0.80 -0.23
S 0.67 -1.55 -1.02 -0.42
S 2.99 0.13 -0.24 0.93
H 0.69 -1.64 1.56 0.11

=====

The structure with the most favorable energy is 2; the runner-up is 12.0 kJ/mol above it.

=====

## 1
22
Properties=species:S:1:pos:R:3:mulliken_charge:R:1 method="wB97M-V/def2-TZVPD" homo_lumo_gap_ev=9.172 e_lumo_ha=0.0210 mol_weight_g_mol=140.19
C 0.98 -3.71 -0.88 -0.77
N 0.23 -2.58 -0.25 0.80
O -0.96 -2.77 -0.05 -0.63
N 0.87 -1.49 -0.26 -0.49
C 0.26 -0.22 0.11 0.44
C -1.02 0.06 0.30 -0.55
C -1.66 1.43 0.12 -0.72
C -0.66 2.67 0.37 -0.70
C 0.61 2.10 0.93 -0.76
C 1.12 0.98 0.03 -0.68
H 0.51 -3.86 -1.77 0.35
H 2.05 -3.46 -1.19 0.31
H 0.91 -4.66 -0.31 0.24
H -1.88 -0.55 0.37 0.45
H -2.02 1.45 -0.93 0.28
H -2.44 1.52 0.80 0.41
H -0.43 3.15 -0.60 0.32
H -1.16 3.42 1.06 0.30
H 0.29 1.68 1.91 0.33
H 1.32 2.83 1.06 0.40
H 2.11 0.65 0.15 0.46
H 0.98 1.38 -0.98 0.21

=====

## 2
22
Properties=species:S:1:pos:R:3:mulliken_charge:R:1 method="wB97M-V/def2-TZVPD" homo_lumo_gap_ev=10.327 e_lumo_ha=0.0235 mol_weight_g_mol=140.19
C 2.25 -2.83 0.93 -1.44
C 1.15 -1.90 1.33 0.72
N 1.41 -0.47 1.56 -0.72
C 0.82 -1.27 2.64 -0.35
C -0.68 -1.35 2.37 -0.75
C -0.35 -2.05 1.02 -0.25
C -0.88 -1.48 -0.29 -0.20
C -2.34 -1.42 -0.35 0.22
N -3.48 -1.20 -0.35 -0.48
H 1.94 -3.87 1.07 0.34
H 2.51 -2.69 -0.13 0.32
H 3.15 -2.64 1.52 0.38
H 2.41 -0.36 1.75 0.25
H 1.34 -1.35 3.60 0.43
H -1.21 -2.00 3.07 0.30
H -1.19 -0.38 2.31 0.32
H -0.61 -3.12 1.08 0.49
H -0.50 -0.46 -0.46 -0.02
H -0.53 -2.08 -1.15 0.36
O 1.18 1.43 -0.53 -0.71
H 1.15 0.82 0.24 0.48
H 0.44 2.04 -0.41 0.33

=====

The structure with the most favorable energy is 2; the runner-up is 216.9 kJ/mol above it.

=====

## 1
12
Properties=species:S:1:pos:R:3:mulliken_charge:R:1 method="wB97M-V/def2-TZVPD" homo_lumo_gap_ev=10.364 e_lumo_ha=0.0051 mol_weight_g_mol=116.08
N -2.70 -0.03 0.00 -0.44
C -1.31 0.08 -0.17 0.48
N -0.62 1.26 0.14 -0.51
C 0.71 0.76 0.09 0.56
O 1.84 1.35 -0.18 -0.60
N 0.69 -0.67 0.53 -0.03
O 1.98 -1.20 -0.01 -0.38
N -0.52 -1.13 -0.33 -0.33
H -3.13 0.94 0.22 0.28
H -3.36 -0.93 -0.14 0.28
H 2.28 -0.42 -0.69 0.37
H -0.76 -1.89 0.25 0.32

=====

## 2
12
Properties=species:S:1:pos:R:3:mulliken_charge:R:1 method="wB97M-V/def2-TZVPD" homo_lumo_gap_ev=8.630 e_lumo_ha=-0.0264 mol_weight_g_mol=116.08
C 0.17 0.89 -0.36 0.41
C -0.08 -0.25 1.44 0.49
H 0.87 1.90 -1.83 0.31
H -0.79 1.53 -1.94 0.28
H -0.17 -2.39 1.27 0.42
H 0.13 -1.99 -0.84 0.37
N 0.17 1.16 -1.71 -0.57
N 0.69 1.50 0.55 -0.33
N 0.59 0.78 1.71 -0.45
N -0.40 -0.27 0.07 0.17
O -0.45 -1.33 2.13 -0.60
O -0.74 -1.55 -0.50 -0.49

=====

The structure with the most favorable energy is 1; the runner-up is 115.2 kJ/mol above it.